5 unconnected molecules or ions with the total composition C25H59NO9 at a distorted geometry. Source: the Open Molecules 2025 dataset; level of theory: the ωB97M-V functional and the def2-TZVPD basis.

Computed properties:
structure (SMILES)	CC1(C)CCCC(C)(C)N1O.COCCOC.COCCOC.COCCOC.COCCOC
energy above the lowest of the compared OMol25 structures with the same formula, charge and spin	22.5	kJ/mol
E_LUMO	0.023	Eh
charge	0
frontier orbital gap	9.011	eV

XYZ file:
```
94
Properties=species:S:1:pos:R:3:forces:R:3
C -11.786150 -10.353114 -38.515646 -0.24 0.22 0.18
C -10.513444 -11.108283 -38.092488 -1.04 -0.44 -0.57
C -10.971074 -12.492728 -37.634261 0.34 -0.49 0.46
C -9.606677 -11.314568 -39.291805 1.11 -0.72 0.20
C -8.911893 -10.054839 -39.752643 -0.15 0.14 -0.53
C -8.213961 -9.292236 -38.628280 -0.41 0.51 -0.08
C -8.927152 -9.294940 -37.257540 -0.54 0.40 0.14
C -7.870008 -9.247681 -36.166557 0.02 -0.78 0.87
C -9.780960 -8.020480 -37.128212 0.35 0.44 -0.10
N -9.720548 -10.513086 -37.050321 1.00 -0.54 0.23
O -10.481123 -10.442687 -35.849593 0.03 0.39 -0.09
H -12.335237 -10.954171 -39.242961 0.08 0.03 -0.08
H -12.464743 -10.207004 -37.671175 0.17 0.03 0.07
H -11.591340 -9.376241 -38.956066 0.05 -0.05 -0.05
H -11.414322 -13.034815 -38.469925 -0.16 0.06 0.04
H -10.127205 -13.094142 -37.274704 0.10 0.17 -0.17
H -11.664105 -12.457900 -36.793027 -0.21 0.17 -0.23
H -8.839009 -12.043630 -38.983162 0.02 0.24 0.14
H -10.093367 -11.850863 -40.108678 -0.45 0.38 -0.01
H -8.202641 -10.318517 -40.542107 0.11 0.09 0.12
H -9.629299 -9.393543 -40.251552 -0.07 -0.03 0.15
H -8.235954 -8.234817 -38.902594 0.36 -0.03 -0.16
H -7.158294 -9.539328 -38.522694 -0.07 -0.44 0.04
H -8.337765 -9.208533 -35.175162 -0.01 0.48 -0.12
H -7.184704 -8.410483 -36.272689 -0.03 0.09 -0.04
H -7.304932 -10.186241 -36.113581 0.12 0.14 -0.47
H -10.485219 -7.909563 -37.951390 -0.10 -0.06 0.07
H -9.106432 -7.158008 -37.172923 -0.06 -0.04 -0.02
H -10.296063 -7.947806 -36.171984 -0.14 -0.23 -0.05
H -9.836895 -10.698318 -35.178706 -0.18 -0.14 0.18
C -11.754452 -7.337137 -32.806178 0.39 -0.39 0.37
O -10.348525 -7.244207 -32.620274 -0.44 0.27 -0.11
C -9.728234 -8.503745 -32.646685 0.02 -0.46 -0.15
C -9.699104 -9.222651 -31.318415 1.15 -0.54 -0.02
O -8.864136 -8.560263 -30.381026 -0.48 0.14 0.43
C -9.518142 -7.552257 -29.616236 0.00 -0.28 -0.41
H -12.176905 -8.115792 -32.156730 -0.03 0.05 -0.05
H -11.977954 -7.602357 -33.843114 -0.13 0.15 -0.05
H -12.194904 -6.389908 -32.510900 -0.01 0.12 -0.22
H -8.689534 -8.356439 -32.950515 0.01 0.18 0.08
H -10.173426 -9.175808 -33.398715 -0.16 0.18 0.03
H -9.172084 -10.162879 -31.513721 -0.24 -0.04 -0.03
H -10.662444 -9.515495 -30.888796 -0.17 0.37 -0.02
H -9.562791 -6.616221 -30.175679 0.02 0.08 0.12
H -8.959796 -7.436442 -28.690971 0.05 0.11 0.01
H -10.543212 -7.858346 -29.377068 0.02 0.01 0.06
C -5.469287 -13.016722 -31.205899 -0.79 -0.30 -0.13
O -5.935724 -13.851016 -30.160488 0.21 -0.04 -0.25
C -6.258684 -13.149176 -28.989487 -0.03 0.20 0.27
C -6.155568 -14.070476 -27.779571 -0.09 -0.27 0.24
O -5.094365 -14.991925 -27.828043 0.14 -0.04 -0.27
C -3.825318 -14.409853 -28.004962 0.22 0.01 -0.26
H -5.680077 -13.539483 -32.140233 0.28 -0.10 0.03
H -4.397743 -12.825833 -31.120031 0.00 0.20 0.05
H -6.061071 -12.095082 -31.253878 0.29 0.15 0.12
H -7.291805 -12.784373 -29.059408 0.05 0.17 0.12
H -5.608000 -12.278225 -28.835468 0.04 -0.04 -0.23
H -7.055890 -14.680613 -27.693966 0.04 0.00 -0.01
H -6.066529 -13.462274 -26.867014 -0.17 0.12 -0.09
H -3.152638 -15.184751 -28.374063 -0.03 -0.10 0.28
H -3.440287 -13.989254 -27.069013 0.01 0.01 0.00
H -3.807390 -13.636260 -28.780544 -0.17 0.04 0.14
C -13.218220 -20.005135 -27.085040 -0.14 -0.68 0.15
O -13.146328 -18.700818 -27.588340 0.13 0.03 0.21
C -12.349222 -18.608772 -28.742467 -0.09 0.00 -0.30
C -12.039683 -17.158515 -29.001577 0.24 0.51 -0.04
O -11.472098 -17.085245 -30.288137 -0.13 -0.02 -0.42
C -11.144371 -15.758005 -30.643442 -0.31 -0.01 0.23
H -13.686856 -20.715247 -27.783762 0.08 0.22 -0.14
H -13.832796 -20.015185 -26.185562 0.04 0.26 0.00
H -12.230520 -20.409062 -26.825945 0.02 0.14 -0.04
H -12.884933 -19.005270 -29.615930 0.03 -0.05 0.05
H -11.405579 -19.162238 -28.655874 -0.09 -0.07 0.19
H -11.332171 -16.745865 -28.265735 -0.09 -0.19 0.09
H -12.943881 -16.534323 -28.949489 -0.07 -0.20 0.01
H -11.963404 -15.083776 -30.360447 0.19 0.08 0.12
H -11.050914 -15.672222 -31.724090 0.22 -0.26 -0.02
H -10.214028 -15.469553 -30.145844 -0.03 0.28 -0.09
C -8.292338 -12.206563 -33.742300 0.77 0.00 -0.63
O -9.544098 -11.936006 -33.176690 -0.16 0.33 -0.33
C -10.553159 -12.828600 -33.601425 0.44 -0.49 0.45
C -11.834091 -12.557226 -32.853651 -0.35 -0.98 -0.48
O -11.562613 -12.507976 -31.481723 0.17 0.37 -0.01
C -12.685085 -12.153154 -30.724315 -0.49 -0.43 0.19
H -7.678723 -11.307906 -33.646196 -0.02 -0.05 0.19
H -8.321158 -12.435010 -34.822143 -0.37 0.10 0.09
H -7.751428 -13.047565 -33.290551 -0.30 0.02 0.29
H -10.243668 -13.854619 -33.347742 0.06 0.06 -0.09
H -10.683652 -12.771225 -34.686686 -0.19 0.02 0.03
H -12.461828 -13.448056 -33.044988 -0.14 0.22 -0.12
H -12.400268 -11.702907 -33.244816 0.28 0.32 0.29
H -12.373129 -12.124694 -29.681927 0.01 0.33 -0.03
H -13.490904 -12.905958 -30.779175 0.17 -0.01 -0.18
H -13.122496 -11.208744 -31.067083 0.15 0.14 0.20
```
Positions in Å, forces in eV/Å.